Molecular formula: C16H25N5O6Sr
Method: DFT, ωB97M-V/def2-TZVPD

Summary:
Calculated total energy: -1380.40101 hartree
Kohn-Sham gap: 3.47 eV
E_HOMO: -0.15988 Eh

Geometry as XYZ:
```
53
C16H25N5O6Sr (ωB97M-V/def2-TZVPD)
O -0.3237 -0.7672 -5.0443
H 0.3424 -0.5528 -5.7131
Sr 0.0161 0.0423 -1.5266
N 0.2014 2.6040 -0.3598
N 1.7229 1.8522 -2.1398
N -1.6462 -1.5274 -0.2022
N -0.5774 -2.3523 -2.3703
O -0.6888 2.9910 0.4865
O -2.2154 -1.1215 1.0319
O 0.0607 -2.8295 -3.5144
O 2.5704 1.0603 -2.6789
C 2.1987 2.9504 -1.4746
C 1.3698 3.3141 -0.3873
C -1.7827 -2.8310 -0.3985
C -1.1720 -3.2942 -1.6346
C 1.7481 4.2414 0.7059
H 2.1380 3.6828 1.5751
H 0.8641 4.7992 1.0387
H 2.5241 4.9507 0.3968
C 3.4752 3.5954 -1.8409
H 3.4848 3.8266 -2.9152
H 4.3259 2.9311 -1.6320
H 3.6094 4.5276 -1.2827
C -2.4508 -3.7407 0.5721
C -1.2431 -4.7458 -1.9799
H -3.0036 -3.1469 1.3025
H -1.7154 -4.3564 1.1081
H -3.1314 -4.4276 0.0585
H -0.6181 -4.9857 -2.8436
H -2.2810 -5.0388 -2.2039
H -0.9174 -5.3573 -1.1255
H -2.0280 -0.1638 1.0655
H -0.0609 -2.0719 -4.1815
C -0.7293 0.4523 -4.3600
H 0.1276 1.0368 -3.9727
H -1.4464 0.1641 -3.5727
H -1.2752 1.0935 -5.0721
O -2.2226 1.3303 -0.9311
H -3.1914 1.1903 -0.8574
H -1.9371 2.0733 -0.3185
N 0.8963 -0.2456 0.7903
C 0.6780 -0.2175 1.9423
C 0.5260 -0.1770 3.3453
C -0.7377 0.0059 3.9306
C -0.8487 0.1044 5.3161
C 0.2974 -0.0063 6.1148
C 1.5566 -0.2116 5.5315
C 1.6704 -0.3040 4.1456
H -1.6177 0.0788 3.2903
H -1.8347 0.2636 5.7612
H 0.2048 0.0773 7.1956
H 2.4470 -0.2987 6.1546
H 2.6406 -0.4680 3.6740
```

How positive or negative is each atom? The natural (NBO) charges in e answer that: -0.7478 0.5016 1.7839 -0.2100 -0.2397 -0.1597 -0.2080 -0.7202 -0.5782 -0.5779 -0.7078 0.0555 0.0714 0.1857 0.2062 -0.6662 0.2061 0.2390 0.2026 -0.6572 0.2191 0.2182 0.2028 -0.6881 -0.6901 0.2624 0.2444 0.2351 0.2642 0.2389 0.2347 0.4988 0.5076 -0.2927 0.2249 0.1693 0.2045 -1.0589 0.4806 0.5289 -0.4532 0.4149 -0.2240 -0.1242 -0.2136 -0.1724 -0.2137 -0.1320 0.2226 0.2276 0.2231 0.2278 0.2329

---

Molecular formula: C4H7N2S
Method: DFT, ωB97M-V/def2-TZVPD

Summary:
Calculated total energy: -663.88146 hartree
ΔE to the lowest compared entry with this formula, charge and spin: 507.29 kJ/mol
Charge: +1
Kohn-Sham gap (alpha / beta): 5.52 / 5.52 eV
E_HOMO (alpha / beta): -0.48357 / -0.48347 Eh

Geometry as XYZ:
```
14
C4H7N2S (ωB97M-V/def2-TZVPD)
C 0.1215 0.2289 0.2496
C -1.3280 0.7314 0.1929
C 1.8764 -1.2654 0.2607
C 0.9639 1.2367 -0.1208
N 0.5269 -0.9815 0.3894
N -2.0784 -0.2766 -0.4593
S 2.8929 0.3020 -0.2766
H -1.6049 1.0407 1.3093
H -1.5275 1.6260 -0.4112
H 2.4552 -1.5921 1.0887
H 1.8578 -1.9688 -0.5037
H 0.7645 2.1969 -0.4193
H -2.2727 -1.0772 0.0781
H -2.6475 -0.2009 -1.3778
```

How positive or negative is each atom? The natural (NBO) charges in e answer that: 0.0552 -0.2543 -0.3406 0.1173 -0.1594 -0.8475 0.3255 0.2333 0.2404 0.3001 0.2917 0.2197 0.3901 0.4284

---

Molecular formula: C27H28F4IN6O2Ta
Method: DFT, ωB97M-V/def2-TZVPD

Summary:
Calculated total energy: -2278.37441 hartree
ΔE to the lowest compared entry with this formula, charge and spin: 43.37 kJ/mol
Charge: +2
Kohn-Sham gap: 6.89 eV
E_HOMO: -0.51858 Eh

Geometry as XYZ:
```
69
C27H28F4IN6O2Ta (ωB97M-V/def2-TZVPD)
Ta -0.1747 0.1794 -0.0088
C -2.4957 2.5647 -0.2516
N -2.1395 1.3828 0.5827
C -3.3849 0.5631 0.6524
C -1.8324 1.8490 1.9674
C -1.2354 0.7228 2.7975
N -0.4270 -0.1941 1.9597
C 0.0002 -1.3818 2.5870
C 0.6086 -2.3521 1.7962
F 0.7296 -2.0597 0.4577
C 1.0946 -3.5519 2.2574
F 1.6565 -4.3907 1.3931
C 0.9897 -3.8581 3.5982
C 0.4010 -2.9188 4.4196
F 0.2881 -3.1566 5.7165
C -0.0820 -1.7035 3.9460
F -0.5982 -0.8610 4.8433
H -3.4326 2.9919 0.1090
H -2.6224 2.2608 -1.2892
H -1.7343 3.3347 -0.1804
H -4.1998 1.2030 0.9938
H -3.2633 -0.2507 1.3559
H -3.6269 0.1614 -0.3275
H -2.7516 2.2079 2.4364
H -1.1516 2.6897 1.9021
H -2.0291 0.1384 3.2646
H -0.6432 1.1539 3.6040
H 1.3579 -4.7942 3.9939
C 0.8213 0.4388 -3.2506
N 0.0002 -0.2474 -2.2266
C -0.8780 -1.1001 -2.6846
C -1.7134 -1.7490 -1.7680
C -2.5467 -2.8525 -1.8430
C -2.9010 -3.1664 -0.5194
C -2.2728 -2.2462 0.2921
N -1.5535 -1.3496 -0.4507
C 2.2098 -0.1374 -3.3661
C 2.3998 -1.5089 -3.5380
C 3.6838 -2.0362 -3.6097
C 4.7867 -1.1942 -3.5238
C 4.6019 0.1739 -3.3774
C 3.3184 0.6977 -3.2962
H 0.8806 1.4955 -3.0098
H 0.3026 0.3596 -4.2091
H -0.9594 -1.2907 -3.7517
H -2.8364 -3.3766 -2.7400
H -3.5348 -3.9730 -0.1911
H -2.3075 -2.1815 1.3683
H 1.5493 -2.1767 -3.6209
H 3.8218 -3.1002 -3.7504
H 5.7861 -1.6030 -3.5925
H 5.4577 0.8341 -3.3287
H 3.1787 1.7663 -3.1786
C 1.0361 4.3958 -0.9032
O 0.4847 3.1510 -1.4517
C 0.2699 2.1852 -0.6335
O 0.5018 2.2079 0.5920
H 1.1483 5.0519 -1.7573
H 1.9933 4.1859 -0.4339
H 0.3363 4.8097 -0.1812
I 5.4603 0.3828 2.6347
C 4.0020 0.0160 1.2362
C 4.0600 -0.8514 0.1523
N 2.8915 -0.7908 -0.4768
N 2.0586 0.1001 0.1034
C 2.7422 0.5861 1.1616
H 4.8544 -1.4846 -0.2077
H 2.6545 -1.2151 -1.3706
H 2.2953 1.3103 1.8205
```

How positive or negative is each atom? The natural (NBO) charges in e answer that: 2.2719 -0.4155 -0.4734 -0.4118 -0.2317 -0.2448 -0.7200 0.0267 0.2651 -0.2970 0.3736 -0.2791 -0.3142 0.3668 -0.2684 0.3413 -0.2929 0.2270 0.2284 0.2100 0.2172 0.2180 0.2302 0.2306 0.2332 0.2206 0.2446 0.2804 -0.2499 -0.6126 0.2086 -0.0334 -0.1250 -0.2936 0.0414 -0.6822 -0.0817 -0.2044 -0.2173 -0.2037 -0.1884 -0.2034 0.2299 0.2218 0.2266 0.2521 0.2581 0.2198 0.2123 0.2401 0.2413 0.2387 0.2207 -0.2745 -0.4587 0.4988 -0.6464 0.2343 0.2123 0.2064 0.2925 -0.2992 0.0252 -0.3039 -0.4221 0.0050 0.2634 0.4612 0.2534